No. 1
The following is a DFT calculation (ωB97M-V/def2-TZVPD) of a molecular structure, C34H56AuN3OP2S.

```
98
Properties=species:S:1:pos:R:3:forces:R:3
Au 0.461 -0.670 -0.676 -0.22 0.09 0.35
C -3.386 -2.270 -1.976 0.06 -0.10 0.12
C -3.145 -2.011 -0.493 0.38 0.34 -0.01
C -3.620 -0.626 -0.063 0.00 -0.06 0.04
P -1.329 -2.100 -0.113 -0.60 -0.82 0.19
C -0.756 -3.807 -0.581 0.08 0.31 -0.06
C -1.629 -4.958 -0.098 -0.02 0.16 -0.13
C 0.681 -3.983 -0.098 -0.02 0.05 -0.15
C -1.222 -2.037 1.705 0.02 0.10 -0.16
C -2.053 -2.844 2.461 0.05 0.14 -0.01
C -1.954 -2.922 3.848 0.19 0.16 -0.07
C -2.846 -3.817 4.631 -0.12 -0.03 0.12
C -0.962 -2.159 4.476 -0.15 -0.10 -0.06
C -0.139 -1.332 3.758 0.19 0.22 -0.22
C -0.268 -1.201 2.349 -0.67 -0.87 0.80
N 0.523 -0.399 1.627 -0.11 -0.15 -1.35
C 1.255 0.651 2.026 0.76 1.05 0.41
C 0.940 1.448 3.151 -0.18 -0.35 -0.08
C 1.776 2.458 3.555 0.20 0.01 -0.11
C 2.948 2.764 2.853 -0.28 -0.23 0.04
C 3.865 3.833 3.331 0.06 0.14 -0.05
C 3.208 2.057 1.672 -0.21 -0.20 -0.01
C 2.385 1.030 1.246 -0.19 -0.04 0.05
P 2.642 0.122 -0.305 1.04 0.51 -0.12
C 3.319 1.338 -1.513 -0.28 -0.18 0.09
C 2.283 2.447 -1.654 0.15 0.02 0.02
C 3.563 0.609 -2.833 0.19 0.03 0.14
C 3.974 -1.126 0.078 -0.41 -0.03 -0.24
C 5.355 -0.493 0.219 -0.19 -0.01 -0.14
C 3.573 -1.884 1.344 -0.10 -0.03 -0.16
H -4.446 -2.163 -2.195 -0.06 0.01 -0.03
H -2.835 -1.558 -2.586 0.06 0.09 -0.10
H -3.086 -3.277 -2.260 0.00 -0.07 -0.10
H -3.658 -2.778 0.103 0.24 0.07 -0.07
H -3.028 0.147 -0.552 -0.02 0.11 0.01
H -4.665 -0.485 -0.333 -0.10 -0.02 -0.01
H -3.522 -0.497 1.015 -0.02 0.10 0.00
H -0.756 -3.782 -1.680 -0.04 0.01 0.13
H -1.562 -5.068 0.982 -0.03 -0.05 0.07
H -2.669 -4.835 -0.389 -0.13 -0.05 0.03
H -1.269 -5.881 -0.547 0.01 -0.08 0.00
H 0.722 -3.980 0.990 0.06 0.00 0.09
H 1.078 -4.932 -0.451 0.05 -0.09 0.00
H 1.322 -3.183 -0.477 0.12 -0.09 0.03
H -2.802 -3.445 1.966 -0.04 -0.05 0.01
H -3.441 -4.448 3.978 -0.06 -0.09 0.01
H -2.264 -4.444 5.303 0.00 -0.09 0.06
H -3.526 -3.228 5.247 -0.05 0.01 0.05
H -0.838 -2.233 5.547 0.05 -0.02 0.09
H 0.650 -0.793 4.259 0.03 0.01 0.06
H 0.012 1.267 3.671 -0.03 0.02 0.06
H 1.522 3.033 4.433 -0.03 0.07 0.05
H 3.630 4.121 4.353 0.06 0.04 -0.01
H 4.902 3.505 3.279 0.07 0.01 0.05
H 3.776 4.716 2.695 0.01 0.08 0.01
H 4.065 2.336 1.076 0.12 0.03 -0.02
H 4.260 1.755 -1.139 -0.10 -0.14 0.04
H 1.322 2.027 -1.956 -0.04 0.09 -0.01
H 2.140 2.961 -0.706 -0.15 0.12 -0.01
H 2.607 3.173 -2.397 0.02 0.04 -0.09
H 2.647 0.136 -3.188 -0.09 -0.03 -0.06
H 3.903 1.313 -3.589 -0.01 0.05 -0.07
H 4.331 -0.156 -2.731 0.02 -0.10 -0.06
H 3.972 -1.817 -0.777 -0.02 0.11 0.12
H 5.366 0.228 1.036 0.07 0.03 0.03
H 6.080 -1.275 0.446 0.02 0.01 0.04
H 5.672 -0.004 -0.700 0.08 0.04 0.02
H 3.733 -1.259 2.221 0.00 0.01 0.09
H 2.520 -2.172 1.315 0.05 -0.11 0.09
H 4.173 -2.786 1.448 0.03 -0.01 0.03
C -3.751 3.459 1.455 -0.15 -0.17 0.29
N -3.128 3.990 0.279 0.08 0.27 -0.18
C -3.700 5.130 -0.419 -0.21 0.23 -0.03
C -2.714 5.376 -1.571 -0.02 0.34 -0.34
N -1.784 4.267 -1.425 -0.18 0.27 -0.17
C -2.029 3.545 -0.322 0.38 -0.51 -0.07
S -1.074 2.256 0.183 0.31 -0.40 0.19
H -3.860 4.242 2.207 0.03 -0.01 0.00
H -3.134 2.656 1.855 -0.03 0.04 -0.04
H -4.745 3.073 1.218 0.02 -0.02 0.00
H -3.772 5.988 0.255 -0.03 -0.06 -0.05
H -4.705 4.885 -0.768 0.02 0.04 -0.02
H -2.197 6.336 -1.473 -0.08 -0.10 0.03
H -3.192 5.348 -2.554 -0.02 0.04 0.18
H -0.924 4.209 -1.941 -0.02 -0.16 0.21
C -0.954 0.416 -5.047 0.04 -0.16 0.31
C 0.231 -0.518 -5.284 -0.05 -0.05 0.22
C 0.174 -1.413 -4.048 0.21 -0.38 -0.45
O -0.364 -0.604 -2.991 0.26 -0.10 0.30
C -0.907 0.603 -3.532 -0.35 0.78 -0.19
H -1.885 -0.070 -5.335 -0.06 -0.02 -0.07
H -0.872 1.361 -5.578 -0.02 0.02 -0.01
H 1.164 0.046 -5.305 0.05 0.00 -0.02
H 0.145 -1.086 -6.207 0.05 -0.03 -0.01
H 1.149 -1.796 -3.740 -0.05 0.02 0.00
H -0.504 -2.258 -4.204 0.05 0.01 0.00
H -0.259 1.447 -3.264 -0.10 -0.15 0.04
H -1.892 0.759 -3.084 0.11 0.06 0.01
```
Positions in Å, forces in eV/Å.

Its LUMO energy (alpha / beta) is -4.515 / -7.312 eV. Its expectation value of S² is 2.063. Its HOMO energy (alpha / beta) is -12.850 / -12.904 eV. The relative energy (zero: lowest compared OMol25 entry of this formula, charge and spin) is 0.732 eV. Its net charge is +2. The value obtained for the energy is -2784.78967 Eh. As for the spin multiplicity: 3.

***

No. 2
The following is a DFT calculation (ωB97M-V/def2-TZVPD) of a molecular structure, C19H25BCoN5O2SSe.

```
55
Properties=species:S:1:pos:R:3:forces:R:3
Co -0.600 -0.766 0.471 -0.07 0.15 -0.05
C -3.716 2.195 0.470 0.00 0.00 -0.01
C -2.507 1.334 0.661 0.04 -0.06 -0.01
N -2.311 0.211 0.048 0.05 -0.02 -0.02
N -3.226 -0.259 -0.823 0.01 0.04 0.01
C -2.804 -1.373 -1.402 -0.02 0.03 0.02
N -3.670 -1.900 -2.329 0.01 0.01 -0.02
S -1.318 -2.181 -1.152 0.06 -0.08 0.07
C -1.416 1.692 1.563 0.00 -0.03 -0.03
C -1.416 2.843 2.355 0.01 -0.01 0.00
C -0.331 3.115 3.163 0.00 -0.01 0.00
C 0.743 2.231 3.174 -0.01 0.00 -0.01
C 0.678 1.107 2.376 -0.04 0.02 0.01
N -0.364 0.839 1.588 -0.01 -0.03 -0.02
H -4.162 1.964 -0.495 -0.01 -0.01 0.00
H -3.463 3.255 0.505 0.00 -0.01 -0.01
H -4.469 2.000 1.239 0.01 0.01 0.01
H -4.623 -1.586 -2.239 0.00 0.00 0.01
H -3.536 -2.874 -2.539 0.00 0.00 0.00
H -2.270 3.506 2.335 0.00 0.00 0.00
H -0.322 4.002 3.783 0.00 0.00 0.00
H 1.612 2.401 3.794 0.00 0.00 0.00
H 1.479 0.382 2.349 0.00 -0.01 -0.01
Se -1.187 -1.974 2.561 0.10 -0.06 0.05
C -0.546 -3.757 2.553 -0.09 0.03 0.03
C -0.614 -4.520 3.724 -0.01 -0.03 0.00
C -0.140 -5.819 3.733 0.01 0.00 -0.01
N 0.401 -6.433 2.678 -0.01 0.01 0.01
C 0.463 -5.702 1.563 0.01 -0.02 0.00
C 0.017 -4.397 1.447 0.01 0.06 -0.04
H -1.037 -4.092 4.624 0.00 0.00 0.00
H -0.196 -6.404 4.647 0.00 -0.01 0.00
H 0.900 -6.194 0.698 0.00 0.00 0.00
H 0.099 -3.881 0.500 0.01 0.00 0.02
C 1.168 2.015 -3.781 0.00 0.01 0.00
C 1.577 1.007 -2.723 0.01 -0.04 0.01
C 2.403 -0.110 -3.355 0.00 0.00 0.00
O 0.401 0.406 -2.169 -0.03 0.06 0.03
B 0.616 0.123 -0.816 -0.01 0.03 -0.05
O 1.845 0.708 -0.438 0.00 -0.06 0.03
C 2.258 1.614 -1.467 -0.03 0.01 0.01
C 3.773 1.664 -1.516 0.01 0.00 -0.01
C 1.698 2.989 -1.103 0.01 -0.01 0.00
H 0.692 1.493 -4.612 0.00 0.00 0.00
H 2.039 2.552 -4.165 0.00 0.00 0.00
H 0.455 2.736 -3.383 0.00 0.00 0.00
H 1.778 -0.632 -4.080 0.00 0.00 0.01
H 2.713 -0.830 -2.597 0.00 0.00 0.00
H 3.288 0.276 -3.865 0.00 0.00 0.00
H 4.196 0.665 -1.607 0.00 0.00 0.00
H 4.153 2.112 -0.596 0.00 0.00 0.00
H 4.115 2.270 -2.359 0.00 0.00 0.00
H 0.608 2.963 -1.085 0.00 0.00 0.00
H 2.023 3.761 -1.803 0.00 0.00 0.00
H 2.048 3.251 -0.103 0.00 0.00 0.00
```
Positions in Å, forces in eV/Å.

Its LUMO energy (alpha / beta) is 2.649 / 2.650 eV. Its expectation value of S² is 0.778. Its HOMO energy (alpha / beta) is -3.695 / -3.728 eV. The relative energy (zero: lowest compared OMol25 entry of this formula, charge and spin) is 0.405 eV. Its net charge is -1. The value obtained for the energy is -5370.69545 Eh. As for the spin multiplicity: 2.

***

No. 3
The following is a DFT calculation (ωB97M-V/def2-TZVPD) of a molecular structure, C29H40N4O4Se3SiTeW.

```
83
Properties=species:S:1:pos:R:3:forces:R:3
W 1.867 0.846 0.538 -0.24 0.47 0.00
C 2.892 2.067 -4.484 0.02 -0.01 -0.02
C 1.572 1.726 -4.215 -0.04 0.02 0.03
C 1.076 1.820 -2.926 0.01 -0.06 0.06
C 1.919 2.268 -1.914 0.11 0.09 -0.04
C 3.241 2.627 -2.173 -0.03 0.04 -0.04
C 3.723 2.519 -3.467 0.02 0.01 0.01
N 1.429 2.372 -0.559 0.09 -0.43 0.20
C 0.664 3.467 -0.134 0.01 0.10 0.15
C 0.309 4.550 -0.920 0.00 -0.06 0.00
C -0.438 5.561 -0.332 -0.01 0.02 -0.03
C -0.824 5.510 1.010 -0.02 0.02 0.03
C -0.463 4.439 1.803 0.01 -0.02 -0.04
C 0.277 3.422 1.210 0.03 0.01 -0.08
N 0.758 2.272 1.841 -0.04 0.04 0.14
N 0.506 2.041 3.038 -0.02 0.06 -0.03
C 1.111 0.868 3.485 0.01 -0.06 0.02
C 0.971 0.514 4.811 0.02 -0.03 -0.03
C 1.585 -0.652 5.250 -0.01 0.01 0.01
C 2.295 -1.416 4.343 0.03 0.00 0.02
C 2.392 -1.003 3.023 0.03 0.02 -0.04
N 1.824 0.134 2.595 -0.02 0.08 0.04
H 3.271 1.988 -5.494 0.01 0.00 0.00
H 0.928 1.380 -5.012 0.01 0.01 0.00
H 0.059 1.529 -2.700 -0.03 -0.01 0.04
H 3.872 2.992 -1.375 -0.01 0.00 0.01
H 4.745 2.798 -3.683 0.00 0.00 0.00
H 0.608 4.603 -1.958 0.00 0.00 0.00
H -0.725 6.416 -0.929 0.00 0.00 0.00
H -1.405 6.319 1.429 0.00 0.00 0.01
H -0.739 4.378 2.847 0.00 0.01 0.00
H 0.395 1.153 5.464 0.00 0.01 0.00
H 1.500 -0.959 6.284 0.00 0.00 0.00
H 2.775 -2.338 4.637 0.00 0.00 0.00
H 2.917 -1.591 2.288 0.01 -0.01 0.01
Se 3.801 2.211 1.474 0.14 -0.10 -0.10
Se 5.250 0.493 2.121 -0.03 0.03 -0.01
Te 5.558 -0.417 -0.201 0.04 -0.02 -0.02
Se 3.096 -0.935 -0.573 0.09 0.02 0.03
C 0.297 -4.405 1.972 -0.01 0.01 0.01
C -0.788 -3.401 1.619 -0.02 -0.04 -0.01
C -1.033 -2.434 2.768 0.02 0.03 0.01
C -2.072 -4.099 1.204 -0.02 0.00 0.01
O -0.276 -2.675 0.467 0.04 0.03 -0.01
Si -0.694 -1.284 -0.216 -0.04 -0.07 0.06
O 0.305 -0.088 0.506 -0.03 -0.18 -0.36
O -0.158 -1.182 -1.736 -0.04 -0.05 0.01
C -0.424 -2.131 -2.825 0.00 0.00 0.00
C 0.611 -3.241 -2.741 0.00 0.02 -0.01
C -1.837 -2.680 -2.699 0.00 0.01 -0.01
C -0.265 -1.332 -4.105 0.02 0.00 -0.01
O -2.221 -0.904 0.082 0.02 0.08 0.05
C -2.995 0.323 0.017 0.00 -0.04 0.01
C -2.370 1.283 -0.984 0.01 0.02 -0.02
C -4.392 -0.084 -0.414 -0.02 0.01 0.00
C -3.002 0.925 1.414 -0.01 0.01 -0.01
H -0.013 -5.018 2.819 0.00 0.00 0.00
H 1.223 -3.888 2.237 0.01 0.00 0.00
H 0.499 -5.060 1.126 0.00 0.00 0.00
H -1.345 -2.982 3.658 -0.01 0.00 0.00
H -1.817 -1.717 2.519 -0.01 0.00 -0.01
H -0.116 -1.889 3.011 -0.05 -0.03 -0.02
H -2.468 -4.687 2.033 0.00 -0.01 0.00
H -1.883 -4.774 0.369 0.00 0.00 0.00
H -2.827 -3.369 0.909 0.01 -0.01 0.00
H 0.536 -3.770 -1.790 0.00 0.00 0.01
H 1.617 -2.831 -2.841 0.00 0.01 0.01
H 0.456 -3.958 -3.548 0.00 0.00 0.00
H -1.966 -3.247 -1.774 0.01 0.00 0.01
H -2.042 -3.355 -3.530 -0.01 0.00 0.01
H -2.574 -1.876 -2.724 0.01 0.01 0.00
H 0.743 -0.918 -4.167 -0.02 -0.04 0.01
H -0.988 -0.515 -4.140 -0.01 0.00 0.00
H -0.430 -1.972 -4.971 0.00 0.00 0.00
H -2.294 0.821 -1.969 -0.01 -0.01 -0.01
H -1.372 1.587 -0.655 0.00 0.00 -0.03
H -2.982 2.181 -1.071 0.00 0.00 0.00
H -4.371 -0.532 -1.407 0.00 0.00 0.00
H -5.050 0.785 -0.440 0.00 0.00 0.00
H -4.806 -0.810 0.285 0.00 0.00 0.00
H -1.983 1.160 1.734 0.02 0.00 0.01
H -3.440 0.228 2.129 0.00 0.00 0.00
H -3.588 1.845 1.430 0.00 -0.01 0.00
```
Positions in Å, forces in eV/Å.

Its LUMO energy is -8.227 eV. Its HOMO energy is -13.610 eV. The relative energy (zero: lowest compared OMol25 entry of this formula, charge and spin) is 0.322 eV. Its net charge is +2. The value obtained for the energy is -9477.72418 Eh. As for the spin multiplicity: 1.